Entry from the Open Molecules 2025 dataset: C23H24BBe2BrClF6N2NaO26PS4 as an isolated structure (ωB97M-V with the def2-TZVPD basis set).

Results
2S+1 = 1
Total charge = +1
Calculated total energy = -8740.30640 Ha
Gap between HOMO and LUMO = 1.955 eV
M = 1184.8 g/mol
E_HOMO = -9.02 eV

Atoms and positions in Å:
C  -4.3145  -3.3006  5.6500
C  -2.8274  -3.8043  5.4729
O  -2.4043  -3.8578  4.0913
C  -1.7950  -2.6085  3.7918
C  -1.1511  -2.5436  2.3758
C  -1.9776  -2.1832  1.2046
C  -1.4030  -2.0639  -0.1594
C  -2.2250  -1.6912  -1.4304
C  -3.6741  -2.2361  -1.3907
O  -4.6561  -1.4428  -1.2782
F  -3.9156  -3.5337  -1.5023
C  0.0156  -2.3143  -0.2746
C  0.8316  -2.7084  0.8872
C  0.2957  -2.8328  2.2168
Br  1.4875  -3.3471  3.6518
C  2.2779  -2.8839  0.3254
O  3.1112  -3.6238  0.7350
N  2.2573  -1.9665  -0.7856
P  3.7065  -1.7685  -1.7424
O  3.5729  -0.2269  -2.4017
O  3.8050  -2.8167  -3.0289
S  5.3304  -1.8010  -0.7187
C  1.0047  -2.2554  -1.4844
O  0.8470  -2.4336  -2.6511
H  -4.4718  -2.2816  5.1980
H  -4.4796  -3.1735  6.7593
H  -5.0651  -4.0474  5.2758
H  -2.7879  -4.8484  5.8702
H  -2.1765  -3.1630  6.1225
H  -2.5653  -1.7778  3.8306
H  -0.9837  -2.3243  4.5287
H  -3.0640  -1.9667  1.3388
H  -2.1768  -0.5957  -1.6748
H  -1.7363  -2.2231  -2.3037
H  3.5495  -0.2714  -3.3750
H  3.3969  -2.3948  -3.8139
B  5.3543  -5.1471  6.5863
O  6.3146  -4.9407  5.4831
C  7.5711  -5.1699  5.9975
O  8.5714  -5.0927  5.3748
C  7.4371  -5.5173  7.4359
O  8.3265  -5.7705  8.1803
O  6.1294  -5.4912  7.7761
O  4.5870  -3.9001  6.7802
C  3.2773  -4.1958  6.6040
O  2.3984  -3.3918  6.6870
C  3.1510  -5.6451  6.2933
O  2.1318  -6.2223  6.0811
O  4.3739  -6.1971  6.2756
Be  5.6660  -2.9944  5.6684
N  -1.4810  0.3115  -5.8614
S  -2.9434  -0.2558  -5.6803
O  -4.0248  0.6589  -5.8965
O  -3.1369  -1.2505  -4.6498
F  -3.0269  -1.1479  -6.9915
S  -1.0998  1.3297  -4.7302
O  0.0693  2.1031  -5.0271
O  -1.2038  0.8731  -3.3751
F  -2.2379  2.4406  -4.8159
Be  1.2744  -1.6611  6.6929
C  -3.2277  6.4356  -4.6522
C  -2.2563  6.3575  -3.4873
O  -1.6486  5.0795  -3.4424
H  -3.9991  5.6692  -4.5605
H  -3.7088  7.4177  -4.6945
H  -2.7102  6.2551  -5.6000
H  -2.7779  6.5157  -2.5429
H  -1.4720  7.1190  -3.5807
H  -1.1817  4.9465  -4.2766
Cl  -6.1646  -2.2339  -0.7580
C  -6.2350  9.0106  -7.3483
C  -5.2171  9.9644  -6.7986
O  -4.0245  9.1689  -6.7671
C  -4.1887  8.1737  -7.6936
O  -3.3100  7.4271  -8.0469
O  -5.4450  8.1375  -8.1574
H  -6.9964  9.5106  -7.9440
H  -6.7242  8.4219  -6.5696
H  -5.0504  10.8243  -7.4507
H  -5.4736  10.3212  -5.8026
C  6.9942  2.2997  -0.4968
F  7.7177  2.0768  -1.6111
F  6.3051  3.4379  -0.7188
F  6.0847  1.3110  -0.4290
S  8.0418  2.3871  1.0282
O  8.9510  3.4888  0.7894
O  8.6953  1.0923  1.1018
O  7.1000  2.6274  2.1097
Na  -1.6547  8.6354  -7.4661
O  -3.3751  -5.2769  8.3715
H  -2.6041  -5.8293  8.1979
H  -3.4369  -5.2593  9.3335